1.
{"formula": "C4H8N2", "method": "the ωB97M-V functional and the def2-TZVPD basis", "smiles": "C1N[C@H]1[C@H]1CN1", "gap_ev": 10.10, "total_charge": 0, "total_energy_ha": -266.55922, "symbols": ["C", "N", "C", "C", "C", "N", "H", "H", "H", "H", "H", "H", "H", "H"], "xyz": [[1.866, 0.005, -0.227], [1.241, -1.177, 0.310], [0.608, -0.297, -0.937], [-0.581, 0.526, -0.493], [-1.769, -0.099, 0.116], [-0.808, 0.615, 0.958], [2.830, -0.130, -0.710], [1.826, 0.826, 0.487], [0.613, -0.942, 1.075], [0.624, -1.454, -0.954], [-0.761, 1.437, -1.071], [-1.780, -1.179, 0.252], [-2.745, 0.347, -0.053], [-1.163, 1.522, 1.246]], "forces_ev_per_a": [[0.40, -0.04, 0.30], [0.26, 0.12, 0.94], [-0.17, -0.74, 0.95], [0.04, -0.21, -0.24], [-0.29, -0.18, -0.06], [-0.02, 0.17, 0.15], [-0.06, -0.05, 0.10], [-0.04, 0.18, -0.36], [0.26, 0.34, 0.42], [-0.75, 0.75, -2.17], [0.16, -0.31, 0.10], [0.00, 0.14, 0.00], [0.14, -0.05, 0.01], [0.07, -0.12, -0.14]]}

***

2.
{"formula": "C3H7NOS", "method": "the ωB97M-V functional and the def2-TZVPD basis", "smiles": "O=CNCCS", "gap_ev": 10.18, "total_charge": 0, "total_energy_ha": -646.67585, "symbols": ["O", "C", "N", "C", "C", "S", "H", "H", "H", "H", "H", "H", "H"], "xyz": [[2.273, -0.083, -1.790], [1.946, -0.175, -0.638], [0.965, -1.067, -0.202], [-0.028, -0.565, 0.714], [-0.882, 0.599, 0.038], [-2.450, 0.868, 0.987], [2.279, 0.495, 0.166], [0.633, -1.634, -0.965], [-0.705, -1.372, 0.960], [0.470, -0.110, 1.575], [-0.272, 1.488, 0.193], [-1.079, 0.214, -0.953], [-3.150, 1.344, -0.085]], "forces_ev_per_a": [[0.79, -0.09, -0.16], [-1.61, -0.29, 0.08], [1.11, 0.54, -0.12], [-0.83, 1.21, -0.47], [0.45, -1.29, 1.91], [0.11, 0.00, -1.03], [0.30, 0.02, 0.06], [-0.23, -0.08, -0.15], [0.05, -0.17, 0.51], [-0.14, -0.56, 0.19], [-0.17, 0.12, -1.03], [-0.11, 0.75, -0.39], [0.28, -0.18, 0.61]]}

***

3.
{"formula": "C6H12ClPSm", "method": "the ωB97M-V functional and the def2-TZVPD basis", "spin_multiplicity": 5, "gap_ev": [5.80, 5.94], "s2": 6.37, "total_charge": 2, "total_energy_ha": -1694.52898, "symbols": ["C", "C", "C", "P", "C", "Cl", "C", "C", "H", "H", "H", "H", "H", "H", "H", "H", "H", "H", "H", "H", "Sm"], "xyz": [[1.901, -1.320, 0.540], [2.472, -0.254, 0.053], [2.011, 0.459, -1.178], [0.789, 1.791, -0.738], [-0.371, 0.964, 0.506], [-1.134, 2.385, 1.452], [-1.470, 0.182, -0.334], [-1.993, -1.166, 0.308], [1.262, -1.979, -0.035], [2.058, -1.567, 1.578], [3.320, 0.179, 0.564], [1.515, -0.239, -1.851], [2.841, 0.930, -1.688], [-0.088, 1.988, -1.833], [0.168, 0.358, 1.220], [-1.103, -0.006, -1.327], [-2.358, 0.856, -0.423], [-3.096, -1.201, 0.166], [-1.601, -2.014, -0.233], [-1.710, -1.309, 1.357], [-3.413, 0.961, 1.899]], "forces_ev_per_a": [[-0.60, -1.08, 0.85], [0.49, 1.33, -0.58], [-0.70, -0.88, -0.44], [1.31, 1.69, 1.24], [-0.64, -0.34, -2.59], [0.14, -0.26, 0.09], [-0.67, -0.10, 2.50], [-0.36, 1.18, -0.43], [-0.47, 0.25, -0.03], [0.57, -0.65, -0.05], [-0.21, 0.41, 0.43], [0.18, -0.20, -0.22], [-0.01, 0.31, -0.24], [-0.02, -0.70, 0.06], [0.07, 0.01, 0.16], [-0.03, 0.01, -0.30], [0.60, -0.02, -0.61], [0.30, -0.40, 0.16], [0.04, -0.30, 0.01], [0.02, 0.02, 0.09], [-0.01, -0.28, -0.09]]}

***

4.
{"formula": "C15H23Cl2O6S", "method": "the ωB97M-V functional and the def2-TZVPD basis", "gap_ev": 7.53, "total_charge": 1, "total_energy_ha": -2355.04760, "symbols": ["C", "C", "Cl", "C", "S", "Cl", "H", "H", "H", "H", "H", "O", "C", "O", "C", "C", "C", "H", "H", "H", "H", "H", "H", "O", "C", "O", "C", "C", "C", "H", "H", "H", "H", "H", "H", "O", "C", "O", "C", "C", "C", "H", "H", "H", "H", "H", "H"], "xyz": [[-2.219, -3.393, -1.505], [-1.712, -1.876, -1.597], [-1.723, -0.777, -0.132], [-1.215, -1.364, -2.822], [-0.559, 0.383, -2.892], [-1.188, -2.429, -4.311], [-1.269, -4.038, -1.525], [-2.950, -3.667, -2.321], [-2.661, -3.562, -0.463], [0.775, 0.214, -2.473], [-0.418, 0.728, -4.236], [2.484, 4.201, -0.086], [1.909, 3.250, 0.379], [2.206, 1.952, 0.080], [1.259, 1.090, 0.723], [0.697, 1.897, 1.870], [0.742, 3.311, 1.328], [0.491, 0.813, -0.005], [1.763, 0.186, 1.068], [-0.300, 1.576, 2.175], [1.358, 1.816, 2.738], [-0.161, 3.561, 0.765], [0.918, 4.039, 2.118], [-6.308, -2.383, -1.709], [-6.199, -2.649, -0.543], [-5.036, -3.060, 0.034], [-5.279, -3.397, 1.408], [-6.538, -2.649, 1.783], [-7.306, -2.626, 0.476], [-5.400, -4.481, 1.485], [-4.426, -3.093, 2.017], [-7.085, -3.113, 2.605], [-6.288, -1.626, 2.079], [-7.924, -3.518, 0.350], [-7.909, -1.724, 0.379], [5.195, 0.417, 1.506], [5.865, 1.155, 0.830], [6.983, 0.767, 0.163], [7.594, 1.911, -0.448], [6.487, 2.933, -0.573], [5.625, 2.628, 0.635], [8.409, 2.257, 0.194], [8.005, 1.632, -1.419], [6.851, 3.961, -0.604], [5.915, 2.751, -1.488], [5.965, 3.166, 1.523], [4.574, 2.833, 0.438]], "forces_ev_per_a": [[1.00, 0.74, 1.43], [0.45, 0.61, -2.09], [-0.06, -1.66, -2.02], [-0.79, -1.57, 1.24], [0.01, -1.07, 0.43], [0.17, 1.82, 2.02], [-1.36, 0.87, -0.33], [0.93, 0.53, 0.96], [0.38, 0.42, -1.71], [-0.98, 0.10, -0.87], [0.18, -0.85, 0.90], [-0.03, -1.12, 0.07], [0.12, 1.29, -0.38], [0.04, 0.32, -0.19], [0.16, -0.48, 0.20], [-0.37, -0.08, 0.48], [0.00, -0.34, 0.46], [-0.01, 0.08, 0.02], [0.13, 0.11, -0.22], [0.08, -0.04, -0.04], [-0.06, -0.07, -0.11], [0.08, 0.16, 0.02], [-0.09, 0.19, -0.32], [0.68, -0.12, 0.47], [-0.67, 0.05, -0.94], [0.01, 0.19, -0.25], [0.16, -0.23, 0.51], [-0.29, 0.15, 0.48], [0.11, 0.22, 0.48], [0.01, 0.06, -0.04], [0.06, -0.06, -0.23], [0.12, 0.00, -0.05], [-0.01, -0.11, 0.01], [-0.04, 0.10, -0.12], [-0.09, -0.23, -0.28], [0.40, -0.06, -0.49], [-0.36, -0.24, 0.71], [-0.43, -0.14, 0.20], [0.42, 0.18, -0.28], [-0.09, 0.53, -0.27], [-0.03, 0.21, -0.46], [-0.05, -0.05, -0.01], [0.00, -0.20, 0.19], [0.04, -0.11, -0.02], [0.07, 0.03, 0.06], [-0.12, -0.07, 0.03], [0.12, -0.04, 0.33]]}